Entry 1:
{
  "formula": "C4H5ClS",
  "method": "ωB97M-V/def2-TZVPD",
  "elements": ["C", "C", "C", "S", "C", "Cl", "H", "H", "H", "H", "H"],
  "coordinates": [[0.989, -1.012, 1.596], [0.929, -0.275, 0.620], [0.335, 0.686, -0.314], [0.934, 0.608, -2.030], [-1.125, 0.393, -0.145], [-1.544, -1.401, -0.256], [1.099, -1.573, 2.501], [0.507, 1.746, -0.123], [1.183, -0.806, -1.848], [-1.490, 0.697, 0.806], [-1.817, 0.935, -0.807]],
  "mulliken_charge": [-0.011, -0.730, 0.188, -0.219, -0.576, -0.188, 0.409, 0.220, 0.171, 0.347, 0.389],
  "de_lowest_kj_mol": 228.9,
  "total_energy_ev": -27583.981,
  "gap_ev": 10.16,
  "total_charge": 0,
  "smiles": "C#C[C@@H](S)CCl"
}

***

Entry 2:
{
  "formula": "C11H28BaF3N3O10S",
  "method": "ωB97M-V/def2-TZVPD",
  "elements": ["Ba", "N", "O", "O", "O", "C", "F", "F", "F", "S", "O", "O", "O", "C", "C", "C", "O", "C", "N", "H", "H", "H", "H", "H", "H", "H", "H", "H", "H", "H", "C", "C", "C", "O", "C", "N", "H", "H", "H", "H", "H", "H", "H", "H", "H", "H", "H", "C", "C", "O", "O", "H", "H", "H", "H", "H", "H"],
  "coordinates": [[-0.242, -0.278, -0.157], [-3.710, 1.047, 0.870], [-4.188, 1.549, 1.894], [-2.443, 1.047, 0.725], [-4.415, 0.489, 0.022], [1.533, -0.001, -5.013], [0.268, 0.250, -5.307], [2.208, -0.321, -6.105], [2.106, 1.135, -4.539], [1.660, -1.321, -3.685], [1.045, -0.695, -2.517], [0.888, -2.408, -4.259], [3.089, -1.571, -3.513], [-2.988, -3.677, 2.167], [-2.177, -2.425, 1.819], [-0.906, -2.235, 2.654], [-0.405, -0.892, 2.476], [0.262, -0.388, 3.610], [-1.900, -2.464, 0.354], [-3.420, -3.563, 3.171], [-2.413, -4.599, 2.230], [-3.862, -3.724, 1.521], [-2.777, -1.527, 1.976], [-0.122, -2.992, 2.536], [-1.146, -2.293, 3.722], [0.707, 0.557, 3.302], [1.105, -1.031, 3.892], [-0.373, -0.222, 4.483], [-1.781, -3.437, 0.084], [-2.729, -2.178, -0.167], [0.412, 3.538, -3.001], [0.205, 2.591, -1.791], [0.059, 3.343, -0.492], [0.150, 2.314, 0.478], [-0.032, 2.853, 1.782], [-0.969, 1.738, -2.166], [-0.250, 4.407, -3.007], [0.273, 3.012, -3.941], [1.448, 3.892, -3.018], [1.125, 1.998, -1.805], [-0.920, 3.836, -0.465], [0.833, 4.115, -0.431], [0.910, 3.173, 2.244], [-0.476, 2.118, 2.452], [-0.705, 3.711, 1.793], [-1.674, 1.953, -1.455], [-1.448, 2.111, -2.977], [3.018, -1.763, 0.136], [3.047, -0.859, 1.370], [2.317, 0.338, 0.971], [1.706, -2.364, 0.156], [3.803, -2.520, 0.153], [3.153, -1.192, -0.783], [4.066, -0.581, 1.636], [2.507, -1.332, 2.188], [2.749, 1.047, 1.458], [1.822, -3.310, 0.268]],
  "mulliken_charge": [1.230, 0.747, -0.620, -0.464, -0.619, 0.558, -0.221, -0.219, -0.244, 1.140, -0.384, -0.701, -0.704, -1.728, 0.565, -0.892, 0.311, -1.218, -0.399, 0.425, 0.390, 0.440, 0.094, 0.257, 0.475, 0.265, 0.474, 0.321, 0.185, 0.270, -1.966, 1.008, -1.169, 0.273, -0.983, -0.465, 0.424, 0.455, 0.438, -0.017, 0.484, 0.371, 0.284, 0.180, 0.426, 0.069, 0.305, -0.476, -0.274, -0.248, -0.317, 0.511, 0.116, 0.514, -0.065, 0.189, 0.202],
  "de_lowest_kj_mol": 139.2,
  "total_energy_ev": -56486.783,
  "gap_ev": 8.39,
  "total_charge": 0
}

***

Entry 3:
{
  "formula": "C21H23N5OS",
  "method": "ωB97M-V/def2-TZVPD",
  "elements": ["C", "C", "N", "C", "C", "C", "N", "C", "C", "C", "C", "O", "N", "C", "C", "C", "C", "C", "C", "C", "S", "C", "N", "C", "C", "C", "C", "N", "H", "H", "H", "H", "H", "H", "H", "H", "H", "H", "H", "H", "H", "H", "H", "H", "H", "H", "H", "H", "H", "H", "H"],
  "coordinates": [[4.669, 3.217, 6.844], [4.204, 2.598, 5.568], [3.696, 3.404, 4.641], [3.306, 2.857, 3.506], [3.408, 1.490, 3.256], [2.975, 0.888, 1.953], [1.728, 1.471, 1.495], [0.590, 1.162, 2.354], [-0.233, -0.023, 1.852], [-0.834, 0.275, 0.472], [-0.833, -0.988, -0.392], [-0.074, -1.914, -0.209], [-1.745, -0.924, -1.402], [-1.997, -1.845, -2.425], [-1.339, -3.066, -2.527], [-1.650, -3.921, -3.570], [-2.602, -3.584, -4.513], [-3.267, -2.361, -4.419], [-4.279, -1.950, -5.385], [-4.731, -2.661, -6.465], [-5.928, -1.785, -7.326], [-5.739, -0.507, -6.164], [-4.878, -0.729, -5.248], [-2.956, -1.501, -3.371], [0.010, 1.346, -0.247], [1.480, 1.149, 0.095], [3.940, 0.742, 4.299], [4.334, 1.284, 5.438], [5.689, 3.576, 6.716], [4.658, 2.477, 7.639], [4.039, 4.065, 7.095], [2.886, 3.525, 2.765], [3.737, 1.113, 1.198], [2.920, -0.212, 2.051], [-0.047, 2.052, 2.411], [0.957, 0.960, 3.362], [-1.021, -0.259, 2.568], [0.412, -0.901, 1.765], [-1.863, 0.635, 0.573], [-2.315, -0.090, -1.451], [-0.595, -3.337, -1.797], [-1.137, -4.868, -3.645], [-2.827, -4.266, -5.317], [-4.439, -3.634, -6.803], [-6.319, 0.392, -6.238], [-3.477, -0.557, -3.308], [-0.125, 1.277, -1.328], [-0.300, 2.343, 0.069], [2.104, 1.812, -0.515], [1.758, 0.109, -0.142], [4.054, -0.334, 4.224]],
  "mulliken_charge": [-1.086, 0.626, -0.611, -0.202, 0.397, -0.802, 0.176, -1.013, -1.068, 0.311, 0.235, -0.656, -0.022, 0.536, -0.599, -0.927, -0.625, 0.653, -0.223, -0.374, -0.131, -0.143, -0.416, -0.469, -1.049, -0.882, -0.269, -0.586, 0.218, 0.342, 0.339, 0.483, 0.459, 0.299, 0.258, 0.550, 0.460, 0.256, 0.553, 0.212, 0.527, 0.378, 0.290, 0.383, 0.469, 0.578, 0.490, 0.395, 0.419, 0.448, 0.414],
  "de_lowest_kj_mol": 6.8,
  "total_energy_ev": -42484.386,
  "gap_ev": 8.93,
  "total_charge": 0,
  "smiles": "Cc1ncc(CN2CCC(C(=O)Nc3cccc(-c4cscn4)c3)CC2)cn1"
}

***

Entry 4:
{
  "formula": "C23H26N2O6",
  "method": "ωB97M-V/def2-TZVPD",
  "elements": ["O", "C", "C", "O", "C", "C", "C", "C", "C", "C", "C", "O", "C", "C", "C", "O", "C", "C", "C", "H", "H", "H", "H", "H", "H", "H", "H", "H", "H", "C", "N", "C", "O", "C", "N", "C", "C", "O", "C", "C", "C", "H", "H", "H", "H", "H", "H", "H", "H", "H", "H", "H", "H", "H", "H", "H", "H"],
  "coordinates": [[1.170, -0.378, -2.184], [2.124, -0.270, -1.412], [2.214, 0.922, -0.570], [1.169, 1.816, -0.681], [3.313, 1.063, 0.287], [3.535, 2.209, 1.226], [4.601, 2.138, 2.152], [4.860, 3.167, 3.063], [4.054, 4.304, 3.080], [2.996, 4.408, 2.179], [2.745, 3.381, 1.264], [4.301, 0.086, 0.322], [4.191, -1.066, -0.417], [5.189, -2.031, -0.272], [5.132, -3.228, -0.985], [6.107, -4.171, -0.847], [4.067, -3.465, -1.849], [3.063, -2.507, -2.012], [3.130, -1.304, -1.293], [0.531, 1.459, -1.331], [5.251, 1.270, 2.186], [5.686, 3.080, 3.762], [4.249, 5.104, 3.788], [2.363, 5.290, 2.185], [1.915, 3.546, 0.593], [6.006, -1.831, 0.410], [6.805, -3.850, -0.256], [4.026, -4.401, -2.396], [2.234, -2.696, -2.692], [-4.728, -1.081, 2.248], [-3.778, 0.033, 2.248], [-3.009, 0.540, 1.274], [-2.243, 1.441, 1.586], [-2.967, 0.029, -0.182], [-3.836, 0.715, -1.166], [-5.140, 0.979, -1.070], [-5.763, 1.663, -2.264], [-5.834, 0.699, -0.106], [-2.875, -1.510, -0.348], [-4.030, -2.169, -1.118], [-1.582, -1.860, -1.093], [-4.203, -2.028, 2.380], [-5.302, -1.109, 1.325], [-5.430, -0.953, 3.073], [-3.670, 0.525, 3.121], [-1.978, 0.381, -0.473], [-3.391, 1.016, -2.016], [-6.828, 1.801, -2.076], [-5.291, 2.632, -2.411], [-5.627, 1.042, -3.147], [-2.799, -1.980, 0.630], [-3.905, -3.252, -1.107], [-4.985, -1.928, -0.654], [-4.041, -1.825, -2.153], [-0.723, -1.511, -0.518], [-1.499, -2.941, -1.205], [-1.570, -1.394, -2.079]],
  "mulliken_charge": [-0.769, 1.247, 0.502, -0.660, -0.147, 0.378, -0.437, -0.670, -0.317, -0.782, -0.216, -0.533, -0.363, -0.342, 0.950, -0.548, -0.665, -0.620, 0.266, 0.343, 0.346, 0.365, 0.373, 0.381, 0.397, 0.350, 0.283, 0.419, 0.474, -0.733, -0.113, 0.190, -0.722, 0.317, -0.043, 0.726, -1.283, -0.638, 1.059, -1.629, -1.903, 0.266, 0.188, 0.332, 0.289, -0.179, 0.292, 0.352, 0.335, 0.327, 0.169, 0.460, 0.377, 0.301, 0.408, 0.471, 0.380],
  "de_lowest_kj_mol": 277.8,
  "total_energy_ev": -39538.522,
  "gap_ev": 7.99,
  "total_charge": 0,
  "smiles": "O=c1c(O)c(-c2ccccc2)oc2cc(O)ccc12.CNC(=O)[C@H](NC(C)=O)C(C)C"
}